[1]
{
  "formula": "H16O8",
  "method": "ωB97M-V with the def2-TZVPD basis set",
  "elements": ["O", "H", "H", "O", "H", "H", "O", "H", "H", "O", "H", "H", "O", "H", "H", "O", "H", "H", "O", "H", "H", "O", "H", "H"],
  "coordinates": [[-18.578980, -1.116036, 12.512061], [-18.982255, -0.244009, 12.696538], [-17.680774, -1.007633, 12.228271], [-20.219427, 0.096142, 15.478811], [-21.174066, 0.051296, 15.659831], [-19.850368, -0.791615, 15.676410], [-18.907174, 4.914432, 13.797514], [-18.971283, 4.029464, 14.221438], [-18.690744, 5.462598, 14.584793], [-18.146371, 1.429009, 16.617975], [-17.678039, 0.838096, 17.226600], [-18.804114, 0.891213, 16.189525], [-19.584950, 1.313941, 13.146202], [-20.236890, 1.559789, 12.528667], [-20.002023, 0.862756, 13.853740], [-21.363088, 1.504361, 11.014208], [-21.708667, 0.661945, 11.299433], [-21.859494, 2.290160, 11.266549], [-17.329645, 2.463979, 14.240985], [-17.964309, 1.902441, 13.797477], [-17.338137, 2.110596, 15.152135], [-20.037526, -0.462448, 9.385858], [-20.398364, -1.172703, 9.935099], [-20.259444, 0.313858, 9.825912]],
  "atomic_forces_ev_per_a": [[-1.1, -0.6, 0.5], [0.8, -0.2, -0.4], [0.5, 0.4, -0.2], [-0.4, -1.1, 0.2], [0.5, 0.0, 0.1], [-0.5, 0.6, -0.4], [-0.3, -0.1, 1.5], [0.5, 0.5, -0.7], [-0.1, -0.3, -0.9], [1.0, 0.1, 1.0], [-0.1, 0.3, -0.2], [-0.7, -0.2, -0.2], [1.8, 0.2, 0.1], [-1.2, 0.6, -1.6], [-0.7, -0.6, 1.4], [1.0, 0.5, -0.3], [-0.9, 0.1, 0.3], [-0.5, -0.6, 0.1], [0.5, 0.0, 0.7], [-0.2, 0.0, -0.5], [0.1, 0.3, -0.4], [0.3, -2.5, -1.1], [0.3, 0.1, -0.2], [-0.5, 2.3, 1.1]],
  "relative_energy_kcal_mol": 56.38,
  "homo_lumo_gap_ev": 9.64,
  "largest_force_ha_per_bohr": 0.0536,
  "e_tot_ha": -611.49276,
  "lumo_ev": -0.446,
  "mol_weight_g_mol": 144.1,
  "smiles": "O.O.O.O.O.O.O.O"
}

=====

[2]
{
  "formula": "C18H28N2O3S",
  "method": "ωB97M-V with the def2-TZVPD basis set",
  "elements": ["C", "C", "C", "C", "S", "O", "O", "N", "C", "C", "C", "C", "C", "O", "N", "C", "C", "C", "C", "C", "C", "C", "C", "C", "H", "H", "H", "H", "H", "H", "H", "H", "H", "H", "H", "H", "H", "H", "H", "H", "H", "H", "H", "H", "H", "H", "H", "H", "H", "H", "H", "H"],
  "coordinates": [[0.243392, 4.519471, -0.074201], [1.303173, 3.547515, -0.579093], [1.983770, 2.801741, 0.568510], [3.049003, 1.842232, 0.074040], [2.331597, 0.263877, -0.472028], [1.120417, 0.496320, -1.218810], [3.376695, -0.467633, -1.129220], [1.938877, -0.424462, 1.002309], [2.891579, -1.399296, 1.488402], [2.648593, -2.806457, 0.904180], [1.407866, -2.804492, 0.012156], [0.215852, -2.216528, 0.772994], [-1.050081, -2.256894, -0.084308], [-2.008325, -2.937032, 0.227432], [-0.986952, -1.530921, -1.215259], [-2.130122, -1.370103, -2.081735], [-2.626941, 0.083139, -2.080871], [-2.956911, 0.514618, -0.680751], [-4.113973, 0.066975, -0.056281], [-4.384358, 0.412646, 1.254769], [-3.498564, 1.209087, 1.960664], [-2.344668, 1.661966, 1.345975], [-2.076454, 1.317491, 0.031955], [0.558753, -0.785263, 1.243888], [-0.539567, 3.992873, 0.465134], [-0.214484, 5.046607, -0.907220], [0.686737, 5.254920, 0.594310], [2.059638, 4.101054, -1.140498], [0.853008, 2.820620, -1.255306], [1.242418, 2.232767, 1.133731], [2.436916, 3.528431, 1.248349], [3.604364, 2.237880, -0.772613], [3.742649, 1.550915, 0.857726], [2.813751, -1.410613, 2.579914], [3.881253, -1.035587, 1.213704], [3.509874, -3.115361, 0.313091], [2.511934, -3.524058, 1.714744], [1.175968, -3.822727, -0.303006], [1.611591, -2.212700, -0.882030], [0.015171, -2.849650, 1.643060], [-0.213356, -0.893723, -1.367285], [-1.858565, -1.667208, -3.100350], [-2.905715, -2.041344, -1.705052], [-1.843753, 0.723363, -2.491609], [-3.508456, 0.150719, -2.721233], [-4.804724, -0.560248, -0.600550], [-5.286097, 0.056018, 1.730195], [-3.706954, 1.475679, 2.986495], [-1.650077, 2.282183, 1.896355], [-1.175583, 1.668987, -0.451215], [0.376224, -0.685814, 2.318908], [-0.058558, -0.050216, 0.729307]],
  "atomic_forces_ev_per_a": [[0.2, -0.1, -0.2], [-0.1, 0.1, 0.2], [-0.1, 0.1, -0.3], [-0.4, -0.6, -0.2], [0.6, 0.6, 0.5], [-0.2, 0.2, 0.2], [0.2, -0.1, 0.2], [0.2, 0.6, -0.9], [0.5, -0.2, 0.2], [-0.1, 0.0, -0.2], [0.0, -0.1, 0.2], [-0.1, -0.1, -0.1], [0.4, -0.2, 0.4], [-0.3, -0.2, 0.1], [0.0, 0.3, -0.5], [-0.1, 0.0, -0.2], [0.0, -0.3, 0.1], [0.0, 0.1, -0.1], [0.0, 0.0, 0.0], [-0.1, 0.0, 0.0], [0.0, 0.0, 0.1], [0.1, 0.1, 0.1], [-0.1, 0.0, 0.0], [-0.5, 0.1, 0.0], [-0.1, 0.0, 0.1], [-0.1, 0.1, 0.0], [0.0, 0.1, 0.1], [0.0, 0.0, -0.1], [0.0, 0.1, -0.1], [-0.1, 0.1, 0.2], [0.0, -0.1, 0.1], [0.1, 0.0, -0.1], [0.1, -0.1, 0.0], [0.0, 0.1, -0.1], [0.1, -0.2, 0.2], [0.0, -0.1, 0.1], [0.0, 0.0, 0.0], [0.0, 0.0, -0.1], [-0.1, -0.2, -0.1], [-0.1, 0.1, -0.1], [0.0, -0.2, 0.1], [-0.1, 0.0, 0.1], [0.1, 0.1, -0.1], [-0.1, 0.1, -0.1], [0.0, 0.1, -0.1], [-0.1, -0.1, -0.1], [-0.1, 0.0, 0.0], [0.0, 0.0, 0.1], [0.1, 0.1, 0.0], [0.1, 0.1, -0.1], [0.0, 0.0, -0.1], [-0.1, -0.1, 0.2]],
  "relative_energy_kcal_mol": 8.83,
  "homo_lumo_gap_ev": 9.59,
  "largest_force_ha_per_bohr": 0.0217,
  "e_tot_ha": -1436.13514,
  "lumo_ev": 0.581,
  "mol_weight_g_mol": 352.5,
  "smiles": "CCCCS(=O)(=O)N1CCC[C@H](C(=O)NCCc2ccccc2)C1"
}

=====

[3]
{
  "formula": "C25H36BCsN8O2PS2Se",
  "method": "ωB97M-V with the def2-TZVPD basis set",
  "elements": ["Cs", "C", "C", "C", "C", "C", "N", "N", "B", "N", "N", "C", "C", "C", "C", "C", "N", "N", "C", "C", "C", "C", "C", "H", "H", "H", "H", "H", "H", "H", "H", "H", "H", "H", "H", "H", "H", "H", "H", "H", "H", "H", "H", "H", "H", "C", "C", "O", "P", "S", "S", "O", "C", "C", "H", "H", "H", "H", "H", "H", "H", "H", "H", "H", "Se", "N", "C", "C", "C", "C", "C", "C", "N", "H", "H", "H", "H"],
  "coordinates": [[0.378066, 0.093362, -0.834024], [-3.295789, -0.458386, -0.056683], [-2.848305, 0.108852, 1.254736], [-3.555535, 0.213600, 2.471531], [-2.687151, 0.858590, 3.333880], [-2.920138, 1.295252, 4.745245], [-1.546930, 1.098167, 2.648959], [-1.644914, 0.633887, 1.390164], [-0.211400, 1.723303, 3.112473], [0.141539, 2.967499, 2.265214], [0.157894, 2.957690, 0.913680], [0.410227, 4.194782, 0.526994], [0.494934, 4.542678, -0.925517], [0.576311, 5.037646, 1.647115], [0.394574, 4.210279, 2.735866], [0.465965, 4.563080, 4.187093], [0.921525, 0.665716, 3.034562], [1.772602, 0.551778, 1.986332], [2.558767, -0.481345, 2.250187], [3.649543, -0.904004, 1.319679], [2.211741, -1.062166, 3.486518], [1.158120, -0.302225, 3.947367], [0.333404, -0.492732, 5.178179], [-4.265469, -0.945594, 0.054096], [-3.396685, 0.318720, -0.817079], [-2.599816, -1.208856, -0.440653], [-4.560311, -0.114406, 2.689911], [-3.908275, 0.964816, 5.065885], [-2.176543, 0.886330, 5.430628], [-2.878597, 2.383493, 4.829102], [-0.344366, 2.066795, 4.261747], [0.291853, 3.660401, -1.531593], [-0.234180, 5.311997, -1.189596], [1.486719, 4.921707, -1.183242], [0.799518, 6.093661, 1.666413], [0.735427, 5.614731, 4.286894], [-0.489847, 4.398867, 4.688310], [1.214283, 3.960950, 4.705251], [3.598613, -0.343866, 0.386144], [4.628556, -0.726125, 1.775177], [3.567963, -1.965344, 1.082365], [2.643947, -1.930553, 3.958875], [0.773786, -1.279241, 5.790911], [0.274963, 0.423722, 5.769073], [-0.686145, -0.789369, 4.919033], [5.415364, -4.213947, -2.790474], [5.125513, -3.460598, -1.504055], [3.839760, -3.758927, -0.964255], [2.475463, -3.192930, -1.635316], [1.060262, -3.158051, -0.283597], [2.792469, -1.498336, -2.603055], [2.243444, -4.405075, -2.700856], [1.089085, -4.298889, -3.540331], [1.023752, -5.539034, -4.405111], [6.451513, -4.036720, -3.091515], [4.754285, -3.865684, -3.583179], [5.257521, -5.284419, -2.649690], [5.202349, -2.384290, -1.670814], [5.828963, -3.752981, -0.721905], [1.165596, -3.397172, -4.152819], [0.196831, -4.206398, -2.916960], [1.928180, -5.631560, -5.009341], [0.161147, -5.476241, -5.071555], [0.925831, -6.432502, -3.786097], [-0.995713, -0.774952, -4.524157], [-1.372683, 0.644846, -3.451843], [-2.638460, 0.989198, -3.736449], [-3.328172, 2.051074, -3.110186], [-4.638871, 2.332996, -3.464578], [-5.296558, 1.578091, -4.443752], [-4.654434, 0.527366, -5.082051], [-3.321202, 0.202333, -4.749378], [-2.625170, -0.801041, -5.309580], [-2.813852, 2.627492, -2.349827], [-5.162312, 3.145888, -2.973006], [-6.322877, 1.816324, -4.703284], [-5.157470, -0.064001, -5.838184]],
  "atomic_forces_ev_per_a": [[-0.1, 0.4, 0.0], [-0.1, -0.1, 0.0], [-0.1, 0.0, 0.2], [0.0, 0.1, 0.0], [-0.1, 0.0, -0.1], [0.1, 0.0, -0.1], [0.0, 0.0, 0.1], [-0.1, -0.2, -0.1], [0.1, 0.0, -0.2], [-0.1, 0.0, 0.3], [-0.1, 0.1, -0.1], [0.1, 0.0, 0.1], [0.0, 0.0, 0.1], [0.0, 0.0, 0.0], [0.0, 0.1, -0.1], [0.0, -0.1, 0.0], [-0.1, 0.0, 0.1], [0.2, 0.0, 0.1], [0.0, -0.1, 0.1], [0.0, 0.1, 0.1], [0.0, 0.0, 0.0], [0.1, -0.1, -0.1], [0.0, 0.0, -0.1], [0.0, 0.0, 0.0], [0.0, 0.0, 0.0], [0.0, 0.0, 0.0], [0.0, 0.0, 0.0], [0.0, 0.0, 0.0], [0.0, 0.0, 0.0], [0.0, 0.0, 0.0], [0.0, 0.0, 0.0], [0.0, 0.0, 0.0], [0.0, 0.0, 0.0], [0.0, 0.0, 0.0], [0.0, 0.0, 0.0], [0.0, 0.0, 0.0], [0.0, 0.0, 0.0], [0.0, 0.0, 0.0], [0.0, 0.0, 0.0], [0.0, 0.0, 0.0], [0.0, 0.0, 0.0], [0.0, 0.0, 0.0], [0.0, 0.0, 0.0], [0.0, 0.0, 0.0], [0.0, 0.0, 0.0], [-0.1, 0.1, 0.1], [0.0, -0.1, 0.0], [-0.1, 0.0, 0.0], [0.0, 0.2, 0.0], [0.0, -0.5, 0.2], [0.4, -0.1, -0.3], [-0.1, 0.1, 0.0], [0.0, -0.1, -0.1], [0.0, 0.0, 0.0], [0.0, 0.0, 0.0], [0.0, 0.0, 0.0], [0.0, 0.0, 0.0], [0.0, 0.0, 0.0], [0.0, 0.0, 0.0], [0.0, 0.0, 0.0], [0.0, 0.0, 0.0], [0.0, 0.0, 0.0], [0.0, 0.0, 0.0], [0.0, 0.0, 0.0], [0.0, 0.0, 0.0], [0.0, 0.0, 0.0], [0.0, 0.0, 0.0], [-0.1, -0.1, -0.1], [0.0, 0.0, 0.0], [0.0, -0.1, 0.0], [0.0, 0.1, 0.1], [0.1, -0.1, 0.0], [-0.1, 0.0, 0.0], [0.0, 0.0, 0.0], [0.0, 0.0, 0.0], [0.0, 0.0, 0.0], [0.0, 0.0, 0.0]],
  "relative_energy_kcal_mol": 11.16,
  "homo_lumo_gap_ev": [4.01, 6.25],
  "charge": -2,
  "largest_force_ha_per_bohr": 0.0105,
  "multiplicity": 2,
  "e_tot_ha": -5147.21311,
  "lumo_ev": [3.911, 3.909],
  "mol_weight_g_mol": 798.4
}

=====

[4]
{
  "formula": "C4H3Br3NS",
  "method": "ωB97M-V with the def2-TZVPD basis set",
  "elements": ["C", "C", "C", "C", "N", "S", "Br", "Br", "Br", "H", "H", "H"],
  "coordinates": [[4.093938, -1.807898, -1.077727], [2.281531, 0.288848, -0.988682], [2.972268, -2.391061, -0.786726], [-0.035582, 0.199021, -0.282775], [1.267814, -0.364569, -0.477742], [1.304984, -2.081877, -0.193677], [5.549333, -1.089024, -1.740516], [2.432484, 2.053414, -1.020515], [3.166339, -4.351383, -0.391636], [-0.459188, -0.324414, 0.647179], [-0.027576, 1.335305, -0.145896], [-0.825769, 0.179648, -1.065541]],
  "atomic_forces_ev_per_a": [[-2.4, 1.9, -0.2], [0.7, -3.7, 1.1], [0.1, -1.6, 1.2], [-2.9, 1.5, 2.3], [1.0, 1.3, -1.9], [1.6, 0.3, -1.0], [0.1, -0.5, 0.1], [-0.1, 1.4, -0.3], [0.0, 1.0, -0.4], [0.3, 1.1, -1.2], [0.6, -1.7, 0.5], [1.1, -1.1, -0.2]],
  "relative_energy_kcal_mol": 12.94,
  "homo_lumo_gap_ev": [6.80, 6.04],
  "charge": 1,
  "largest_force_ha_per_bohr": 0.0784,
  "e_tot_ha": -8328.71239,
  "lumo_ev": [-6.349, -6.621],
  "mol_weight_g_mol": 336.9
}